A structure of composition C42H31BF9N9PRuS. Source: OMol25; level of theory: the ωB97M-V functional and the def2-TZVPD basis.

Output
HOMO level (spin up / spin down): -13.2 / -13.2 eV
Spin multiplicity: 2
Orbital gap (spin up / spin down): 6.82 / 5.59 eV
Charge: +2

Last column: Mulliken spin population.
Element x y z (Å)
Ru1 -1.2291 -0.2767 0.4177  0.959
C1 -4.0729 -1.2758 -2.6537  0.010
C2 -3.0416 -0.4809 -2.1848  0.028
N1 -2.6601 -0.8856 -0.9636  -0.015
N2 -3.4370 -1.9462 -0.6389  0.024
C3 -4.2941 -2.1897 -1.6324  0.033
B1 -3.3042 -2.6561 0.7369  -0.028
N3 -3.4977 -1.5839 1.8346  0.012
C4 -4.3634 -1.5144 2.8482  0.017
C5 -4.2100 -0.2892 3.4795  0.005
C6 -3.2100 0.3491 2.7624  0.014
N4 -2.7860 -0.4418 1.7690  -0.012
N5 -1.8643 -3.1738 0.8345  0.009
C7 -1.3909 -4.4037 1.0641  0.002
C8 -0.0102 -4.3438 1.1086  -0.001
C9 0.2864 -3.0064 0.8867  -0.012
N6 -0.8381 -2.3035 0.7210  -0.021
H1 -4.5876 -1.2011 -3.5941  0.000
H2 -2.5429 0.3375 -2.6822  -0.004
H3 -5.0020 -2.9972 -1.5513  0.000
H4 -4.0942 -3.5372 0.8451  0.000
H5 -5.0384 -2.3290 3.0476  0.000
H6 -4.7584 0.0866 4.3237  0.000
H7 -2.7954 1.3332 2.9047  -0.001
H8 -2.0660 -5.2342 1.1800  0.000
H9 0.6804 -5.1533 1.2625  0.000
H10 1.2528 -2.5378 0.8406  -0.013
N7 0.5503 2.1377 3.3559  0.052
C10 0.7281 1.4826 4.5937  -0.003
C11 1.0070 2.2318 5.7257  0.006
C12 1.1498 1.5950 6.9490  -0.005
C13 0.9933 0.2195 7.0387  0.009
C14 0.6945 -0.5239 5.9062  -0.003
C15 0.5745 0.1073 4.6776  0.013
S1 0.2693 -0.8902 3.2545  0.012
N8 -0.1566 0.2877 2.0823  -0.059
C16 0.0187 1.5721 2.2675  0.011
C17 -0.5222 2.4501 1.2115  0.016
C18 -0.2184 3.7975 1.1031  0.001
C19 -0.8717 4.5546 0.1429  -0.001
C20 -1.8268 3.9467 -0.6536  0.003
C21 -2.0495 2.5866 -0.5136  -0.003
N9 -1.3957 1.8394 0.3730  -0.006
H11 0.6145 3.1428 3.3831  -0.003
H12 1.1177 3.3069 5.6532  0.000
H13 1.3789 2.1778 7.8298  0.000
H14 1.1029 -0.2806 7.9904  0.000
H15 0.5671 -1.5963 5.9789  0.000
H16 0.5299 4.2566 1.7341  0.000
H17 -0.6468 5.6063 0.0325  0.000
H18 -2.3905 4.5093 -1.3837  0.000
H19 -2.7915 2.0685 -1.1090  -0.002
F1 1.4920 3.4863 -6.9452  0.000
C22 0.4620 2.6295 -6.8948  0.000
F2 0.6369 1.7280 -7.8675  0.000
F3 -0.6551 3.3150 -7.1600  0.000
C23 0.4007 1.9593 -5.5420  -0.001
C24 -0.6199 2.2470 -4.6541  0.000
C25 -0.6406 1.6330 -3.4099  0.000
C26 0.3473 0.7298 -3.0469  -0.001
C27 1.3771 0.4501 -3.9539  -0.001
C28 1.4059 1.0652 -5.1918  -0.001
P1 0.4630 -0.0886 -1.4160  -0.064
C29 1.8032 0.8608 -0.6067  -0.026
C30 2.1258 2.1396 -1.0565  0.009
C31 2.9346 2.9689 -0.2949  -0.001
C32 3.4324 2.5213 0.9196  -0.004
C33 3.1737 1.2265 1.3510  0.004
C34 2.3575 0.4084 0.5920  0.025
C35 4.2475 3.4594 1.7739  0.003
F4 3.7044 4.6941 1.7636  0.000
F5 5.5039 3.5668 1.3447  0.000
F6 4.2782 3.0537 3.0529  0.000
C36 1.0851 -1.7447 -1.8145  0.017
C37 0.1559 -2.6698 -2.2886  -0.002
C38 0.5379 -3.9751 -2.5324  0.001
C39 1.8519 -4.3599 -2.2989  0.000
C40 2.7923 -3.4391 -1.8624  0.000
C41 2.4089 -2.1268 -1.6246  0.001
C42 2.2410 -5.8095 -2.4586  0.000
F7 1.5058 -6.4200 -3.3920  0.000
F8 2.0448 -6.4667 -1.2973  0.000
F9 3.5282 -5.9452 -2.7839  0.000
H20 -1.3978 2.9446 -4.9308  0.000
H21 -1.4337 1.9002 -2.7231  0.000
H22 2.1584 -0.2507 -3.7007  0.000
H23 2.2036 0.8457 -5.8890  0.000
H24 1.7320 2.5090 -1.9948  0.000
H25 3.1651 3.9677 -0.6413  0.000
H26 3.5871 0.8689 2.2842  0.001
H27 2.1358 -0.5860 0.9624  -0.003
H28 -0.8741 -2.3776 -2.4609  0.000
H29 -0.1802 -4.6963 -2.8978  0.000
H30 3.8199 -3.7418 -1.7144  0.000
H31 3.1494 -1.4119 -1.2884  0.000

A structure of composition C36H25F6N6O6S2Sc. Source: OMol25; level of theory: the ωB97M-V functional and the def2-TZVPD basis.

Output
HOMO level: -5.4 eV
Spin multiplicity: 1
Orbital gap: 4.51 eV
Charge: 0

Last column: Löwdin charge in e.
Element x y z (Å)
Sc1 0.2019 0.6244 0.1981  1.035
C1 0.1564 3.9487 -0.6057  -0.066
O1 -0.4857 2.7560 -0.1593  -0.247
C2 -1.9039 2.7818 -0.1100  -0.231
C3 -2.6135 3.9504 0.0365  -0.030
C4 -4.0052 3.8906 0.0871  -0.099
C5 -4.6266 2.6545 -0.0061  -0.091
C6 -3.8990 1.4828 -0.1500  -0.015
C7 -2.4991 1.5113 -0.2102  -0.252
N1 -1.6832 0.4176 -0.3572  -0.114
N2 -2.3765 -0.8110 -0.1491  0.043
C8 -1.7791 -1.9355 -0.5120  -0.213
C9 -0.5078 -2.2341 -1.0449  -0.147
O2 0.3950 -1.1036 -1.1871  -0.125
C10 -0.1199 -3.4596 -1.5813  -0.056
C11 -0.9211 -4.5609 -1.4788  -0.068
C12 -2.1676 -4.4199 -0.8034  -0.184
C13 -3.0186 -5.5351 -0.6115  -0.051
C14 -4.2204 -5.4179 0.0300  -0.100
C15 -4.6307 -4.1640 0.5169  -0.094
C16 -3.8286 -3.0674 0.3365  -0.039
C17 -2.5852 -3.1621 -0.3232  -0.089
H1 -0.3747 4.3558 -1.4660  0.104
H2 0.1779 4.6925 0.1925  0.102
H3 1.1686 3.6769 -0.8929  0.090
H4 -2.1057 4.9008 0.1278  0.109
H5 -4.5802 4.7979 0.2072  0.096
H6 -5.7073 2.5974 0.0355  0.102
H7 -4.3796 0.5183 -0.2164  0.101
H8 0.8318 -3.5433 -2.0917  0.114
H9 -0.6243 -5.5152 -1.8904  0.097
H10 -2.6943 -6.4986 -0.9888  0.105
H11 -4.8519 -6.2876 0.1634  0.096
H12 -5.5789 -4.0641 1.0299  0.094
H13 -4.1317 -2.0947 0.6978  0.095
C18 -0.3169 2.1694 -4.3570  -0.029
C19 0.7119 1.5951 -5.0819  -0.043
C20 1.6119 0.7735 -4.4252  0.004
C21 1.4684 0.5811 -3.0574  -0.193
N3 0.5083 1.1863 -2.3424  0.108
C22 -0.3802 1.9365 -2.9930  -0.090
C23 2.3241 -0.3870 -2.3315  -0.108
C24 3.6941 -0.4883 -2.5727  -0.039
C25 4.4688 -1.4102 -1.8906  -0.076
C26 3.8739 -2.2495 -0.9522  -0.045
C27 2.5133 -2.1805 -0.7094  -0.005
C28 1.7430 -1.2563 -1.4079  -0.246
H14 -1.0716 2.7814 -4.8304  0.113
H15 0.7949 1.7541 -6.1490  0.113
H16 2.3886 0.2499 -4.9648  0.119
H17 -1.1880 2.3470 -2.4026  0.109
H18 4.1524 0.1825 -3.2893  0.120
H19 5.5309 -1.4771 -2.0840  0.107
H20 4.4724 -2.9666 -0.4056  0.115
H21 2.0291 -2.8397 -0.0044  0.120
F1 -2.6189 -0.7596 4.6106  0.156
C29 -2.2664 -0.4440 3.3652  -0.674
F2 -3.2444 0.2194 2.7757  0.176
F3 -1.9777 -1.5465 2.7028  0.167
S1 -0.7779 0.6530 3.4929  0.682
O3 -0.5230 1.2090 2.1509  -0.355
O4 -1.0686 1.6006 4.5072  -0.216
N4 0.3795 -0.3412 3.9038  -0.259
S2 1.3952 -0.8957 2.8578  0.667
O5 0.8264 -0.9894 1.4933  -0.348
O6 2.7072 -0.3338 2.9445  -0.236
C30 1.5566 -2.6579 3.3579  -0.687
F4 0.3952 -3.2769 3.3093  0.181
F5 2.4060 -3.2426 2.5153  0.150
F6 2.0499 -2.7158 4.5850  0.166
N5 2.8492 5.1761 4.0769  0.180
C31 3.0008 4.3325 3.3133  -0.160
C32 3.1972 3.2901 2.3386  -0.176
C33 4.4689 2.8067 2.0495  0.019
C34 4.5954 1.8114 1.1018  -0.009
C35 3.4528 1.3327 0.4834  -0.083
N6 2.2312 1.8032 0.7499  0.032
C36 2.1032 2.7609 1.6730  -0.074
H22 5.3316 3.2031 2.5673  0.132
H23 5.5567 1.3894 0.8485  0.120
H24 3.5140 0.5315 -0.2413  0.094
H25 1.0991 3.0988 1.8951  0.124